Entry 1:
Entry from the Open Molecules 2025 dataset: one molecule with the formula C3H3NO2 (the ωB97M-V functional and the def2-TZVPD basis).

Last columns: bonded neighbours and bond lengths (Å).
Geometry (Å):
1 O -0.618 1.964 -1.934  C2 1.170
2 C -0.724 1.322 -0.962  O1 1.170, N3 1.219
3 N -0.999 0.761 0.084  C2 1.219, C4 1.429
4 C -0.393 -0.402 0.653  N3 1.429, C5 1.517, H7 1.101, H8 1.097
5 C 1.020 -0.617 0.144  C4 1.517, O6 1.206, H9 1.105
6 O 1.467 -0.002 -0.793  C5 1.206
7 H -0.977 -1.299 0.395  C4 1.101
8 H -0.398 -0.342 1.749  C4 1.097
9 H 1.622 -1.383 0.665  C5 1.105

The total charge is 0. Its SMILES is O=C=NCC=O. The calculation puts the highest occupied orbital energy at -0.38085 hartree. The value obtained for the gap between HOMO and LUMO is 11.063 eV.

Entry 2:
Entry from the Open Molecules 2025 dataset: a 4-piece molecular cluster, C2H11NO4 overall in a non-equilibrium geometry (the ωB97M-V functional and the def2-TZVPD basis).

Last columns: bonded neighbours and bond lengths (Å).
Geometry (Å):
1 C -1.201 1.243 -1.311  C2 1.490, H5 1.083, H6 1.105, H7 1.087
2 C -0.524 -0.084 -1.341  C1 1.490, N3 1.421, O4 1.206
3 N -0.052 -0.516 -0.072  C2 1.421, H8 1.024, H9 1.072
4 O -0.150 -0.636 -2.346  C2 1.206
5 H -1.238 1.738 -0.349  C1 1.083
6 H -2.239 1.249 -1.691  C1 1.105
7 H -0.662 1.883 -2.004  C1 1.087
8 H -0.491 -0.201 0.798  N3 1.024
9 H 0.416 -1.481 -0.069  N3 1.072
10 H -0.288 1.591 2.023  O12 0.978
11 H -0.823 1.439 3.322  O12 0.968
12 O -1.041 1.121 2.434  H10 0.978, H11 0.968
13 H 0.320 -2.755 -1.818  O15 0.965
14 H 1.205 -3.568 -0.951  O15 0.977
15 O 0.410 -3.005 -0.890  H13 0.965, H14 0.977
16 H 2.717 1.040 1.083  O18 0.978
17 H 1.697 0.022 1.511  O18 0.946
18 O 1.945 0.920 1.671  H16 0.978, H17 0.946

The total charge is +1. Its multiplicity is 2. The calculation puts the highest occupied orbital energy (alpha / beta) at -0.57476 / -0.57427 hartree. The value obtained for the gap between HOMO and LUMO (alpha / beta) is 11.705 / 6.255 eV.

Entry 3:
Entry from the Open Molecules 2025 dataset: one molecule with the formula C3H7IO2 in a non-equilibrium geometry (the ωB97M-V functional and the def2-TZVPD basis).

Last columns: bonded neighbours and bond lengths (Å).
Geometry (Å):
1 C 1.485 -0.316 0.048  C2 1.543, H7 1.134, H8 1.062, H9 1.153
2 C 0.370 0.642 -0.419  C1 1.543, C3 1.571, H10 1.097, H11 1.157
3 C -0.993 0.031 0.066  C2 1.571, O4 1.315, O5 1.403, I6 2.286
4 O -1.022 -0.097 1.375  C3 1.315, H12 0.978
5 O -1.157 -1.195 -0.596  C3 1.403, H13 1.030
6 I -2.538 1.543 -0.680  C3 2.286
7 H 1.399 -1.338 -0.436  C1 1.134
8 H 1.575 -0.457 1.097  C1 1.062
9 H 2.450 0.107 -0.420  C1 1.153
10 H 0.332 1.603 0.108  C2 1.097
11 H 0.501 0.669 -1.569  C2 1.157
12 H -0.413 0.556 1.774  O4 0.978
13 H -1.989 -1.749 -0.348  O5 1.030

The total charge is 0. Its SMILES is CCC(O)(O)I. The calculation puts the highest occupied orbital energy at -0.33777 hartree. The value obtained for the gap between HOMO and LUMO is 9.742 eV.

Entry 4:
Entry from the Open Molecules 2025 dataset: one molecule with the formula C3H2O3 (the ωB97M-V functional and the def2-TZVPD basis).

Last columns: bonded neighbours and bond lengths (Å).
Geometry (Å):
1 O 1.386 0.872 1.527  C2 1.203
2 C 1.159 0.234 0.532  O1 1.203, C3 1.533, H7 1.107
3 C -0.082 0.516 -0.322  C2 1.533, O4 1.206, C5 1.525
4 O -0.240 1.533 -0.950  C3 1.206
5 C -1.117 -0.604 -0.325  C3 1.525, O6 1.206, H8 1.106
6 O -0.904 -1.622 0.284  C5 1.206
7 H 1.823 -0.577 0.174  C2 1.107
8 H -2.037 -0.412 -0.907  C5 1.106

The total charge is 0. Its SMILES is O=CC(=O)C=O. The calculation puts the highest occupied orbital energy at -0.36841 hartree. The value obtained for the gap between HOMO and LUMO is 8.729 eV.

The ΔE to the lowest compared entry with this formula, charge and spin results, record by record, are as follows: 23.45 23.60 23.83 36.61 kcal/mol.
The energy results, record by record, are as follows: -8744.114 -11923.442 -15419.451 -9283.939 eV.